i) ORCA calculation (the ωB97M-V functional and the def2-TZVPD basis) on C26H36CsFN8O4S2 as an isolated structure.

Positions of all 78 atoms, in Å:
Cs1 1.000 -1.263 0.547
C1 -2.647 2.857 -1.523
C2 -1.411 3.557 -0.952
C3 -0.292 3.517 -1.992
C4 -0.992 2.959 0.385
C5 -1.942 2.558 1.323
C6 -1.573 2.002 2.537
C7 -0.236 1.811 2.872
C8 0.163 1.153 4.164
C9 0.715 2.211 1.942
C10 0.344 2.777 0.730
H1 -2.874 3.259 -2.515
H2 -3.530 3.009 -0.900
H3 -2.464 1.779 -1.592
H4 -1.662 4.613 -0.774
H5 0.019 2.484 -2.167
H6 0.580 4.102 -1.692
H7 -0.653 3.924 -2.939
H8 -2.996 2.647 1.094
H9 -2.344 1.683 3.231
H10 -0.597 1.310 4.933
H11 1.110 1.555 4.529
H12 0.290 0.075 4.031
H13 1.769 2.046 2.141
H14 1.130 3.056 0.041
N1 -2.653 -2.084 4.433
C11 -1.774 -3.136 4.941
C12 -0.993 -3.889 3.864
C13 -0.212 -2.916 2.972
O1 0.483 -2.047 3.550
O2 -0.344 -3.033 1.725
H15 -3.235 -2.460 3.687
H16 -2.072 -1.374 3.996
H17 -2.383 -3.846 5.512
H18 -1.067 -2.680 5.636
H19 -1.669 -4.477 3.240
H20 -0.277 -4.569 4.338
N2 -1.453 -4.960 -0.361
H21 -0.734 -4.681 -1.021
H22 -1.196 -4.490 0.510
H23 -2.294 -4.483 -0.673
N3 -4.241 -0.974 -1.172
C14 -4.734 -1.831 -0.284
C15 -3.927 -2.225 0.838
N4 -4.368 -3.022 1.774
C16 -5.629 -3.493 1.644
C17 -6.394 -3.144 0.559
N5 -5.979 -2.324 -0.412
H24 -3.163 -0.614 -1.150
H25 -4.843 -0.800 -1.961
H26 -2.910 -1.852 0.905
H27 -5.999 -4.155 2.416
H28 -7.401 -3.541 0.455
F1 -1.873 -0.217 -1.094
N6 5.458 4.957 -3.403
C18 5.095 3.738 -2.799
C19 6.063 2.791 -2.483
C20 5.706 1.605 -1.856
C21 4.383 1.362 -1.534
C22 3.410 2.303 -1.849
C23 3.762 3.484 -2.472
S1 3.886 -0.159 -0.750
O3 5.100 -0.943 -0.623
O4 3.229 0.227 0.482
N7 2.793 -0.792 -1.674
C24 3.101 -1.407 -2.838
S2 4.728 -1.495 -3.544
C25 4.074 -2.321 -4.909
C26 2.742 -2.486 -4.734
N8 2.196 -1.981 -3.589
H29 6.290 4.886 -3.969
H30 4.706 5.375 -3.931
H31 7.101 2.982 -2.734
H32 6.448 0.855 -1.616
H33 2.374 2.091 -1.615
H34 2.999 4.215 -2.718
H35 4.690 -2.659 -5.725
H36 2.092 -2.993 -5.435

Summary:
**Frontier orbital gap**: 6.60 eV
**Molecular weight**: 740.66 g mol⁻¹
**Charge**: -2
**E_HOMO**: -0.1025 Eh
**Lowest unoccupied orbital energy**: 3.8148 eV

***

ii) ORCA calculation (the ωB97M-V functional and the def2-TZVPD basis) on C26H36CsFN8O4S2 as an isolated structure.

Positions of all 78 atoms, in Å:
Cs1 2.293 0.547 1.012
C1 3.513 5.299 3.272
C2 3.326 4.156 2.273
C3 4.421 4.202 1.214
C4 1.926 4.166 1.691
C5 1.592 4.843 0.524
C6 0.294 4.803 0.017
C7 -0.710 4.084 0.653
C8 -2.096 3.974 0.080
C9 -0.373 3.418 1.833
C10 0.915 3.455 2.344
H1 4.498 5.242 3.744
H2 2.762 5.255 4.064
H3 3.427 6.277 2.781
H4 3.409 3.197 2.809
H5 4.462 5.172 0.701
H6 4.291 3.436 0.446
H7 5.398 4.040 1.676
H8 2.356 5.385 -0.021
H9 0.067 5.318 -0.912
H10 -2.196 4.595 -0.813
H11 -2.854 4.296 0.797
H12 -2.327 2.944 -0.208
H13 -1.130 2.826 2.339
H14 1.183 2.870 3.219
N1 -0.106 -0.968 -0.824
C11 0.221 -1.554 -2.135
C12 1.300 -0.735 -2.829
C13 2.608 -0.757 -2.028
O1 3.102 -1.897 -1.789
O2 3.074 0.337 -1.635
H15 -0.673 -1.641 -0.315
H16 -0.721 -0.169 -0.976
H17 -0.662 -1.652 -2.781
H18 0.612 -2.561 -1.974
H19 0.968 0.299 -2.946
H20 1.493 -1.151 -3.823
N2 -2.044 -1.636 2.800
H21 -1.537 -1.597 1.919
H22 -1.750 -0.811 3.313
H23 -3.024 -1.499 2.561
N3 4.169 -2.428 0.723
C14 3.070 -2.833 1.426
C15 1.908 -3.261 0.731
N4 0.822 -3.646 1.367
C16 0.850 -3.610 2.712
C17 1.986 -3.218 3.379
N5 3.107 -2.840 2.754
H24 3.974 -2.144 -0.252
H25 4.815 -1.863 1.247
H26 1.907 -3.242 -0.353
H27 -0.059 -3.869 3.239
H28 2.000 -3.195 4.463
F1 3.256 1.393 3.285
N6 -0.956 -5.316 -3.064
C18 -1.910 -4.557 -2.366
C19 -3.012 -4.011 -3.012
C20 -3.917 -3.213 -2.324
C21 -3.744 -2.964 -0.972
C22 -2.674 -3.568 -0.311
C23 -1.768 -4.358 -0.987
S1 -4.705 -1.714 -0.160
O3 -5.946 -1.625 -0.924
O4 -4.809 -2.095 1.229
N7 -3.814 -0.417 -0.256
C24 -3.660 0.226 -1.436
S2 -4.868 0.275 -2.762
C25 -3.826 1.319 -3.646
C26 -2.705 1.573 -2.939
N8 -2.609 0.961 -1.712
H29 -0.850 -5.029 -4.026
H30 -0.054 -5.308 -2.609
H31 -3.142 -4.180 -4.077
H32 -4.753 -2.758 -2.842
H33 -2.530 -3.400 0.758
H34 -0.914 -4.747 -0.448
H35 -4.067 1.668 -4.639
H36 -1.881 2.190 -3.270

Summary:
**Frontier orbital gap**: 6.83 eV
**Molecular weight**: 740.66 g mol⁻¹
**Charge**: -2
**E_HOMO**: -0.1086 Eh
**Lowest unoccupied orbital energy**: 3.8751 eV

***

Most stable structure - ii); separation to the second - 0.0262 hartree.

***

i) ORCA calculation (the ωB97M-V functional and the def2-TZVPD basis) on C3H4O2Yb as an isolated structure.

Positions of all 10 atoms, in Å:
O1 1.235 -1.264 -0.361
Yb1 3.195 -0.031 1.630
C1 -0.042 -1.194 -0.330
O2 -0.380 0.060 0.089
C2 -1.767 0.348 0.175
H1 -2.215 -0.220 1.000
H2 -1.867 1.425 0.352
H3 -2.273 0.100 -0.768
C3 2.340 -0.044 -0.700
H4 1.775 0.819 -1.088

Summary:
**Frontier orbital gap (alpha / beta)**: 4.74 / 4.74 eV
**Molecular weight**: 245.10 g mol⁻¹
**E_HOMO (alpha / beta)**: -0.2197 / -0.2197 Eh
**Lowest unoccupied orbital energy (alpha / beta)**: -1.2402 / -1.2409 eV

***

ii) ORCA calculation (the ωB97M-V functional and the def2-TZVPD basis) on C3H4O2Yb as an isolated structure.

Positions of all 10 atoms, in Å:
H1 1.580 -0.032 -0.657
O1 -0.248 0.728 0.956
O2 -1.070 -1.196 0.623
C1 -0.976 0.945 -0.364
C2 -1.808 -0.303 -0.338
C3 -0.089 -0.537 1.162
H2 -1.632 1.779 -0.060
H3 -2.842 -0.179 0.003
H4 -1.858 -0.870 -1.277
Yb1 2.505 -1.422 0.871

Summary:
**Frontier orbital gap (alpha / beta)**: 3.63 / 3.62 eV
**Molecular weight**: 245.10 g mol⁻¹
**E_HOMO (alpha / beta)**: -0.1968 / -0.1966 Eh
**Lowest unoccupied orbital energy (alpha / beta)**: -1.7297 / -1.7283 eV

***

Most stable structure - ii); separation to the second - 0.0053 hartree.

***

i) ORCA calculation (the ωB97M-V functional and the def2-TZVPD basis) on a 2-piece molecular cluster, C7H14O overall.

Positions of all 22 atoms, in Å:
C1 -2.426 0.831 0.001
C2 0.150 1.110 -0.230
C3 -1.133 1.296 0.647
O1 -0.596 2.468 0.228
H1 -3.270 1.261 0.537
H2 -2.471 1.163 -1.033
H3 0.037 1.103 -1.307
H4 1.116 1.170 0.256
H5 0.368 -0.742 -0.259
H6 -2.496 -0.255 0.028
C4 2.486 -1.502 -0.181
C5 -0.973 0.924 2.110
C6 1.176 -1.337 -0.867
C7 0.872 -1.694 -2.097
H7 3.252 -1.830 -0.886
H8 2.807 -0.561 0.268
H9 -1.797 1.352 2.682
H10 -0.970 -0.161 2.233
H11 -0.039 1.328 2.500
H12 2.413 -2.232 0.630
H13 1.637 -2.017 -2.793
H14 -0.142 -1.674 -2.467

Summary:
**Frontier orbital gap**: 10.59 eV
**Molecular weight**: 114.19 g mol⁻¹
**E_HOMO**: -0.3569 Eh
**Lowest unoccupied orbital energy**: 0.8778 eV

***

ii) ORCA calculation (the ωB97M-V functional and the def2-TZVPD basis) on C7H14O as an isolated structure.

Positions of all 22 atoms, in Å:
C1 3.231 0.280 -0.850
C2 2.063 0.242 -1.843
C3 0.724 -0.090 -1.252
C4 0.091 0.751 -0.422
C5 -1.054 0.436 0.399
C6 -2.145 -0.146 -0.235
C7 -3.352 -0.500 0.591
H1 3.124 0.946 0.005
H2 3.319 -0.732 -0.438
H3 4.172 0.449 -1.376
H4 2.328 -0.540 -2.560
H5 2.003 1.152 -2.441
H6 0.445 -1.141 -1.207
H7 0.525 1.746 -0.407
H8 -1.311 -0.930 0.135
H9 -2.270 0.073 -1.295
H10 -3.939 0.399 0.772
H11 -3.104 -0.957 1.547
H12 -4.021 -1.167 0.044
H13 1.080 -0.490 3.061
H14 -0.095 -0.308 2.088
O1 0.128 -0.599 2.988

Summary:
**Frontier orbital gap**: 8.65 eV
**Molecular weight**: 114.19 g mol⁻¹
**E_HOMO**: -0.2987 Eh
**Lowest unoccupied orbital energy**: 0.5232 eV

***

iii) ORCA calculation (the ωB97M-V functional and the def2-TZVPD basis) on C7H14O as an isolated structure.

Positions of all 22 atoms, in Å:
C1 -0.241 -0.512 -0.535
C2 0.964 0.496 0.630
C3 -1.435 -0.258 0.133
C4 -1.142 0.548 -1.104
C5 0.415 -1.715 -1.114
C6 2.260 0.618 -0.145
C7 -1.967 0.033 1.486
O1 0.498 1.727 1.111
H1 1.030 2.470 0.808
H2 1.069 -0.175 1.490
H3 -2.087 -1.399 -0.409
H4 -1.706 0.339 -2.004
H5 -0.821 1.578 -1.013
H6 0.838 -2.339 -0.326
H7 -0.331 -2.299 -1.653
H8 1.205 -1.432 -1.809
H9 2.695 -0.358 -0.346
H10 2.098 1.141 -1.090
H11 2.992 1.199 0.427
H12 -3.052 0.121 1.435
H13 -1.709 -0.766 2.182
H14 -1.572 0.981 1.846

Summary:
**Frontier orbital gap**: 9.14 eV
**Molecular weight**: 114.19 g mol⁻¹
**E_HOMO**: -0.3028 Eh
**Lowest unoccupied orbital energy**: 0.9020 eV

***

iv) ORCA calculation (the ωB97M-V functional and the def2-TZVPD basis) on a 2-piece molecular cluster, C7H14O overall.

Positions of all 22 atoms, in Å:
C1 0.874 3.687 -0.459
C2 -0.469 2.935 -0.627
C3 -0.383 1.555 0.022
C4 0.747 0.900 0.317
C5 0.519 -0.504 0.743
C6 1.371 -1.390 1.263
C7 0.911 -2.689 1.854
H1 1.212 3.516 0.552
H2 1.774 3.465 -1.031
H3 0.731 4.748 -0.457
H4 -0.692 2.661 -1.650
H5 -1.250 3.458 -0.063
H6 -1.352 0.991 0.043
H7 1.761 1.251 0.292
H8 -0.516 -0.821 0.724
H9 2.440 -1.311 1.074
H10 1.554 -3.574 1.753
H11 -0.017 -2.920 1.322
H12 0.842 -2.493 2.930
H13 -2.694 -4.226 -2.568
H14 -4.012 -4.872 -2.774
O1 -3.351 -4.364 -3.260

Summary:
**Frontier orbital gap**: 8.93 eV
**Molecular weight**: 114.19 g mol⁻¹
**E_HOMO**: -0.3033 Eh
**Lowest unoccupied orbital energy**: 0.6826 eV

***

Most stable structure - iv); separation to the second - 0.0357 hartree.

***

i) ORCA calculation (the ωB97M-V functional and the def2-TZVPD basis) on C5H10O4 as an isolated structure.

Positions of all 19 atoms, in Å:
C1 -0.973 0.694 0.319
C2 -0.370 -1.137 -1.464
C3 0.505 1.425 2.383
C4 1.077 -0.690 -1.715
C5 -0.807 -0.783 -0.056
O1 0.454 1.142 0.977
O2 -0.913 1.627 -0.609
O3 -0.510 -2.525 -1.686
O4 -1.031 -1.634 0.777
H1 0.122 1.930 0.079
H2 -0.683 -2.940 -0.827
H3 -1.707 0.791 1.136
H4 -1.028 -0.594 -2.151
H5 0.435 0.485 2.929
H6 -0.315 2.087 2.677
H7 1.464 1.899 2.588
H8 1.166 0.393 -1.665
H9 1.747 -1.143 -0.983
H10 1.368 -1.028 -2.709

Summary:
**Frontier orbital gap**: 10.24 eV
**Molecular weight**: 134.13 g mol⁻¹
**E_HOMO**: -0.3619 Eh
**Lowest unoccupied orbital energy**: 0.3911 eV

***

ii) ORCA calculation (the ωB97M-V functional and the def2-TZVPD basis) on C5H10O4 as an isolated structure.

Positions of all 19 atoms, in Å:
C1 0.045 1.787 -0.379
C2 -0.186 -0.476 0.248
C3 1.298 -0.425 -0.224
C4 -1.129 -1.045 -0.807
C5 -0.361 -1.182 1.582
O1 -0.500 0.935 0.507
O2 1.553 0.831 -0.773
O3 -0.279 1.764 -1.653
O4 0.275 2.996 0.124
H1 0.709 1.410 -1.918
H2 0.454 2.911 1.071
H3 1.967 -0.600 0.628
H4 1.465 -1.231 -0.949
H5 -0.977 -0.588 -1.781
H6 -0.950 -2.117 -0.904
H7 -2.166 -0.888 -0.509
H8 -1.403 -1.149 1.901
H9 0.248 -0.707 2.351
H10 -0.062 -2.226 1.483

Summary:
**Frontier orbital gap**: 10.33 eV
**Molecular weight**: 134.13 g mol⁻¹
**E_HOMO**: -0.3545 Eh
**Lowest unoccupied orbital energy**: 0.6834 eV

***

Most stable structure - ii); separation to the second - 0.0546 hartree.

***

i) ORCA calculation (the ωB97M-V functional and the def2-TZVPD basis) on a 6-piece molecular cluster, H13NO5 overall.

Positions of all 19 atoms, in Å:
N1 -1.946 0.462 -1.043
H1 -1.950 0.556 -2.049
H2 -2.426 -0.444 -0.961
H3 -2.437 1.265 -0.630
H4 -1.245 0.327 1.933
H5 0.041 0.269 1.218
O1 -0.431 0.782 1.882
H6 2.335 3.109 -0.239
H7 1.767 1.850 -1.089
O2 2.330 2.675 -1.050
H8 -0.044 0.183 -1.730
H9 1.284 -0.070 -0.956
O3 0.943 0.021 -1.900
H10 -1.201 -2.577 1.842
H11 -1.175 -1.585 0.573
O4 -1.650 -1.977 1.301
H12 2.291 -1.451 1.688
H13 1.699 -2.150 0.422
O5 1.814 -1.244 0.790

Summary:
**Frontier orbital gap**: 10.80 eV
**Molecular weight**: 107.11 g mol⁻¹
**E_HOMO**: -0.3968 Eh
**Lowest unoccupied orbital energy**: 0.0056 eV

***

ii) ORCA calculation (the ωB97M-V functional and the def2-TZVPD basis) on a 6-piece molecular cluster, H13NO5 overall.

Positions of all 19 atoms, in Å:
N1 -0.027 -0.431 2.435
H1 -0.430 -1.233 1.956
H2 0.309 -0.749 3.336
H3 -0.818 0.195 2.568
H4 0.976 -2.967 -0.507
H5 0.149 -1.750 -0.897
O1 0.104 -2.574 -0.368
H6 1.701 -0.549 -2.138
H7 1.351 0.265 -0.876
O2 0.951 -0.207 -1.642
H8 2.020 -0.561 0.766
H9 1.508 0.724 1.340
O3 2.174 0.394 0.715
H10 -2.141 1.236 0.468
H11 -2.336 2.152 1.711
O4 -2.312 1.237 1.418
H12 -0.774 0.751 -2.171
H13 -0.224 1.906 -2.947
O5 -1.062 1.522 -2.678

Summary:
**Frontier orbital gap**: 10.79 eV
**Molecular weight**: 107.11 g mol⁻¹
**E_HOMO**: -0.3821 Eh
**Lowest unoccupied orbital energy**: 0.3934 eV

***

Most stable structure - ii); separation to the second - 0.0348 hartree.

***

i) ORCA calculation (the ωB97M-V functional and the def2-TZVPD basis) on a 4-piece molecular cluster, CH10N2O4 overall.

Positions of all 17 atoms, in Å:
N1 -1.083 0.146 0.054
C1 -0.546 1.091 0.903
N2 0.564 0.660 1.758
O1 -0.904 2.267 0.890
H1 -0.908 -0.848 -0.020
H2 -1.684 0.452 -0.736
H3 0.519 1.156 2.609
H4 0.926 -0.271 1.793
H5 2.468 -5.189 -0.149
H6 2.170 -4.360 -1.353
O2 2.418 -4.273 -0.424
H7 0.978 -1.635 -0.339
H8 0.891 -3.012 -0.780
O3 0.359 -2.453 -0.262
H9 -1.515 4.915 -1.044
H10 -2.781 5.692 -1.287
O4 -1.872 5.662 -1.614

Summary:
**Frontier orbital gap**: 10.27 eV
**Molecular weight**: 114.10 g mol⁻¹
**E_HOMO**: -0.3690 Eh
**Lowest unoccupied orbital energy**: 0.2248 eV

***

ii) ORCA calculation (the ωB97M-V functional and the def2-TZVPD basis) on a 4-piece molecular cluster, CH10N2O4 overall.

Positions of all 17 atoms, in Å:
N1 0.740 -0.884 -0.352
C1 1.965 -0.145 -0.194
N2 1.809 1.228 -0.150
O1 3.104 -0.662 0.059
H1 0.270 -0.521 -1.108
H2 0.819 -1.894 -0.041
H3 2.311 1.508 0.706
H4 0.753 1.352 -0.206
H5 -2.161 1.807 -0.211
H6 -1.315 1.440 0.959
O2 -1.324 1.377 0.040
H7 -2.577 -1.535 -2.250
H8 -1.474 -2.684 -2.527
O3 -1.632 -1.748 -2.554
H9 0.227 0.766 2.274
H10 -0.887 -0.199 2.797
O4 -0.627 0.796 2.759

Summary:
**Frontier orbital gap**: 9.85 eV
**Molecular weight**: 114.10 g mol⁻¹
**E_HOMO**: -0.3527 Eh
**Lowest unoccupied orbital energy**: 0.2575 eV

***

iii) ORCA calculation (the ωB97M-V functional and the def2-TZVPD basis) on a 4-piece molecular cluster, CH10N2O4 overall.

Positions of all 17 atoms, in Å:
N1 1.312 -0.319 0.143
C1 1.406 0.840 0.823
N2 1.757 1.945 -0.071
O1 1.203 1.055 1.999
H1 0.921 -0.303 -0.788
H2 0.978 -1.120 0.661
H3 2.054 2.697 0.541
H4 2.620 1.545 -0.447
H5 -2.177 -0.335 -2.083
H6 -1.964 -0.049 -0.638
O2 -1.634 -0.625 -1.337
H7 0.269 -3.596 -1.653
H8 -0.618 -2.348 -1.087
O3 0.182 -2.852 -1.067
H9 -1.836 0.660 2.189
H10 -2.316 1.866 1.492
O4 -2.157 0.938 1.321

Summary:
**Frontier orbital gap**: 10.29 eV
**Molecular weight**: 114.10 g mol⁻¹
**E_HOMO**: -0.3566 Eh
**Lowest unoccupied orbital energy**: 0.5866 eV

***

Most stable structure - iii); separation to the second - 0.0264 hartree.